Entry 1:
{"formula": "C29H73ClN32O15S", "method": "ωB97M-V with the def2-TZVPD basis set", "max_force_ev_per_a": 1.1, "e_tot_ev": -133028.295, "orbital_gap_ev": 7.29, "symbols": ["C", "N", "C", "C", "C", "C", "C", "C", "C", "S", "C", "C", "C", "C", "C", "Cl", "C", "N", "H", "H", "H", "H", "H", "H", "H", "H", "H", "H", "H", "H", "H", "C", "O", "N", "N", "H", "H", "H", "H", "C", "O", "N", "N", "H", "H", "H", "H", "C", "O", "N", "N", "H", "H", "H", "H", "C", "O", "N", "N", "H", "H", "H", "H", "C", "O", "N", "N", "H", "H", "H", "H", "C", "O", "N", "N", "H", "H", "H", "H", "C", "O", "N", "N", "H", "H", "H", "H", "C", "O", "N", "N", "H", "H", "H", "H", "C", "O", "N", "N", "H", "H", "H", "H", "C", "O", "N", "N", "H", "H", "H", "H", "C", "O", "N", "N", "H", "H", "H", "H", "C", "O", "N", "N", "H", "H", "H", "H", "C", "O", "N", "N", "H", "H", "H", "H", "C", "O", "N", "N", "H", "H", "H", "H", "C", "O", "N", "N", "H", "H", "H", "H"], "coordinates": [[2.5892, 8.0542, -1.2542], [2.6766, 8.0387, -2.7232], [3.2191, 6.7783, -3.2458], [2.4371, 5.5591, -2.7729], [1.1413, 5.3912, -3.2598], [0.3948, 4.2932, -2.8726], [0.9280, 3.3697, -1.9873], [2.2072, 3.5304, -1.4690], [2.9611, 4.6306, -1.8708], [4.5835, 4.8698, -1.1926], [5.0288, 3.1959, -0.8264], [6.3718, 2.8518, -0.8228], [6.7771, 1.5685, -0.4759], [5.8058, 0.6364, -0.1508], [4.4672, 0.9896, -0.1689], [3.2981, -0.2181, 0.2993], [4.0382, 2.2698, -0.5224], [2.6619, 2.5713, -0.5196], [1.6456, 7.6607, -0.8808], [2.6897, 9.0683, -0.8765], [3.4114, 7.4803, -0.8425], [1.7327, 8.1253, -3.0742], [4.2778, 6.6946, -3.0408], [3.0752, 6.8051, -4.3228], [0.7424, 6.1271, -3.9401], [-0.6109, 4.1623, -3.2324], [0.3269, 2.5176, -1.7066], [7.1409, 3.5659, -1.0666], [7.8154, 1.2935, -0.4530], [6.0870, -0.3597, 0.1454], [2.1769, 1.7077, -0.7312], [-2.8280, 3.5165, -0.4735], [-2.5669, 3.3426, -1.6500], [-3.9143, 4.2570, -0.0681], [-2.1129, 2.9575, 0.5360], [-4.1641, 4.3950, 0.8931], [-4.4838, 4.6650, -0.7852], [-1.3360, 2.3814, 0.2695], [-2.3008, 3.0819, 1.5164], [-1.4446, 1.8859, 3.9913], [-1.0124, 2.7553, 3.2439], [-0.8745, 0.6555, 4.0781], [-2.5393, 2.0857, 4.7869], [-1.2206, -0.0787, 4.6667], [-0.0781, 0.4762, 3.4956], [-2.9766, 2.9861, 4.7504], [-2.9114, 1.3863, 5.4002], [-7.0186, 1.4010, -0.4837], [-6.2602, 0.6912, 0.1737], [-8.1636, 0.9275, -1.0269], [-6.7644, 2.7282, -0.6903], [-8.8122, 1.4972, -1.5351], [-8.3821, -0.0383, -0.8726], [-5.9152, 3.0947, -0.2909], [-7.3673, 3.3294, -1.2192], [3.0279, -4.3807, 1.0851], [1.9365, -4.1390, 0.5852], [4.0152, -3.4463, 1.1660], [3.3422, -5.6016, 1.6039], [4.9106, -3.6362, 1.5745], [3.8336, -2.5298, 0.7899], [2.6316, -6.3045, 1.5635], [4.2280, -5.8383, 2.0231], [-3.8402, -1.2032, 1.6720], [-2.8490, -1.7042, 2.1998], [-3.7920, -0.0035, 1.0386], [-5.0620, -1.8046, 1.6833], [-4.5932, 0.4272, 0.6034], [-2.9099, 0.4727, 1.0138], [-5.1621, -2.6887, 2.1536], [-5.8763, -1.3844, 1.2737], [-9.8838, 2.4554, 2.0140], [-10.3058, 2.3439, 0.8749], [-10.7123, 2.7163, 3.0720], [-8.5589, 2.3394, 2.3282], [-10.3927, 2.8128, 4.0162], [-11.6904, 2.8098, 2.8751], [-7.9133, 2.1402, 1.5840], [-8.2041, 2.4452, 3.2587], [-2.6398, -3.9885, 5.8590], [-3.0124, -4.2811, 6.9825], [-3.0360, -2.8516, 5.2167], [-1.7855, -4.7820, 5.1396], [-2.7379, -2.6006, 4.2875], [-3.6681, -2.2478, 5.7056], [-1.4723, -5.6288, 5.5735], [-1.4743, -4.5584, 4.2132], [6.1675, -6.7970, 3.9173], [5.6784, -6.9694, 2.8055], [5.4850, -6.1787, 4.9213], [7.4258, -7.2130, 4.2209], [5.8637, -6.0279, 5.8365], [4.5508, -5.8702, 4.7244], [7.9452, -7.6731, 3.4968], [7.8482, -7.0881, 5.1206], [5.3654, 8.9262, -6.5035], [6.2348, 8.5973, -5.7192], [4.0327, 8.7858, -6.2293], [5.6530, 9.4657, -7.7312], [3.3050, 9.0510, -6.8638], [3.7864, 8.3977, -5.3371], [6.6207, 9.5811, -7.9636], [4.9546, 9.7431, -8.3930], [9.4089, 3.8771, 1.7095], [9.3472, 2.6721, 1.8752], [8.2970, 4.6537, 1.5348], [10.6005, 4.5517, 1.6791], [8.3276, 5.6446, 1.3906], [7.4074, 4.1890, 1.5476], [11.4351, 4.0109, 1.8015], [10.6748, 5.5410, 1.5416], [1.1426, -0.9936, -3.1060], [2.1896, -0.4814, -3.4824], [0.7699, -1.0116, -1.7909], [0.2668, -1.6199, -3.9351], [-0.0747, -1.4473, -1.4701], [1.3989, -0.6059, -1.1253], [0.4990, -1.6809, -4.9074], [-0.5813, -2.0494, -3.6017], [2.8191, -10.1385, 2.2156], [3.3648, -10.9017, 2.9911], [1.5678, -10.3808, 1.7098], [3.4046, -8.9803, 1.7864], [1.1005, -9.7700, 1.0680], [1.1110, -11.2225, 2.0046], [4.3244, -8.7622, 2.1313], [2.9674, -8.3509, 1.1429], [-1.4945, -4.0511, -1.5644], [-0.7709, -3.8061, -2.5205], [-2.8515, -4.1217, -1.7166], [-1.0156, -4.2332, -0.3051], [-3.4840, -4.3026, -0.9618], [-3.2112, -3.9474, -2.6407], [-0.0187, -4.1420, -0.1517], [-1.6104, -4.4079, 0.4818], [-7.5027, -4.5263, 1.5236], [-6.8963, -3.9764, 2.4278], [-7.3503, -4.1648, 0.2126], [-8.3781, -5.5488, 1.7522], [-7.8388, -4.6044, -0.5434], [-6.7035, -3.4248, 0.0101], [-8.5070, -5.8361, 2.7041], [-8.8869, -6.0165, 1.0274], [-2.5390, -3.2289, -5.6117], [-2.8964, -2.7949, -4.5281], [-1.3079, -3.7791, -5.8279], [-3.3616, -3.2001, -6.7067], [-1.0217, -4.1476, -6.7141], [-0.6735, -3.8334, -5.0462], [-4.2720, -2.7999, -6.5848], [-3.0969, -3.5476, -7.6079]]}



Entry 2:
{"formula": "C29H74F2N10O19S2", "method": "ωB97M-V with the def2-TZVPD basis set", "max_force_ev_per_a": 19.2, "total_charge": 6, "e_tot_ev": -112056.963, "e_above_lowest_kj_mol": 5838.6, "orbital_gap_ev": 1.22, "symbols": ["N", "S", "O", "O", "F", "S", "O", "O", "F", "C", "C", "O", "N", "H", "H", "C", "H", "H", "H", "H", "H", "H", "C", "C", "O", "N", "H", "H", "C", "H", "H", "H", "H", "H", "H", "C", "C", "O", "N", "H", "H", "C", "H", "H", "H", "H", "H", "H", "C", "C", "O", "N", "H", "H", "C", "H", "H", "H", "H", "H", "H", "C", "C", "O", "N", "H", "H", "C", "H", "H", "H", "H", "H", "H", "C", "C", "O", "N", "H", "H", "C", "H", "H", "H", "H", "H", "H", "C", "C", "O", "N", "H", "H", "C", "H", "H", "H", "H", "H", "H", "C", "C", "O", "N", "H", "H", "C", "H", "H", "H", "H", "H", "H", "C", "C", "O", "N", "H", "H", "C", "H", "H", "H", "H", "H", "H", "O", "C", "O", "O", "H", "O", "C", "O", "O", "H"], "coordinates": [[-0.8962, 0.4479, -0.2818], [-0.3664, -0.7233, 0.4261], [-0.3829, -0.6147, 1.8792], [0.6406, -1.4606, -0.2726], [-1.5997, -1.6827, 0.2277], [0.3039, 1.5158, 0.1886], [1.6652, 1.1391, -0.2384], [0.1342, 2.1634, 1.4923], [-0.1133, 2.6714, -0.9033], [0.7827, -3.0517, -2.1330], [2.1667, -2.7395, -2.8251], [2.4311, -1.7679, -3.5146], [3.2250, -3.8236, -2.6708], [4.0802, -3.2991, -2.5539], [2.9812, -4.3953, -1.8747], [3.3534, -4.7910, -3.8516], [-0.0029, -3.0991, -2.8870], [0.5651, -2.2064, -1.4802], [0.7673, -3.9652, -1.5385], [3.1977, -4.3485, -4.8355], [2.5145, -5.4864, -3.8223], [4.2804, -5.3019, -3.5914], [1.8722, 2.9100, -2.3609], [1.3798, 2.7848, -3.7944], [0.5244, 1.9820, -4.1989], [2.0467, 3.8385, -4.6633], [2.7556, 4.2378, -4.0649], [2.5941, 3.4685, -5.4271], [0.9521, 4.8309, -5.2615], [1.5972, 3.8343, -1.8529], [2.8805, 2.5730, -2.1205], [1.3902, 2.1348, -1.7652], [1.4459, 5.5737, -5.8880], [0.3553, 5.1216, -4.3969], [0.3875, 4.3686, -6.0712], [0.1683, -2.6069, 2.6055], [0.0685, -3.4765, 1.3607], [-0.6864, -3.1982, 0.4183], [1.0938, -4.6712, 1.3083], [1.9139, -4.1626, 1.0101], [1.3086, -4.9244, 2.2622], [0.4676, -5.6592, 0.3335], [0.1491, -3.3070, 3.4407], [-0.6503, -1.8885, 2.6511], [1.1854, -2.2255, 2.6952], [1.1391, -6.5124, 0.4293], [0.6603, -5.2734, -0.6675], [-0.5603, -5.9251, 0.5800], [-2.8235, 2.6905, -1.3019], [-3.0894, 1.3279, -0.8601], [-3.6675, 0.5017, -1.5872], [-2.5951, 0.9456, 0.5166], [-1.6804, 0.5679, 0.3148], [-2.4716, 1.7953, 1.0485], [-3.5304, 0.0470, 1.3532], [-3.4245, 3.4211, -0.7606], [-3.1019, 2.8378, -2.3454], [-1.7637, 2.9453, -1.3033], [-4.4512, 0.5210, 1.6931], [-2.8488, -0.1151, 2.1882], [-3.7723, -0.7842, 0.6909], [2.6628, 3.4096, 1.6792], [1.9770, 4.0606, 0.4641], [1.9759, 3.5586, -0.6010], [1.3715, 5.5177, 0.5979], [2.1061, 5.9980, 1.0977], [1.2759, 6.1695, -0.1677], [0.0827, 5.3627, 1.5065], [3.6527, 3.0471, 1.4019], [2.0000, 2.6642, 2.1185], [2.8547, 4.0844, 2.5135], [0.4391, 4.9993, 2.4704], [-0.7022, 4.7495, 1.0638], [-0.3160, 6.3766, 1.5418], [-3.2113, -2.3669, -0.0550], [-3.4352, -3.8484, -0.4112], [-2.9367, -4.6754, 0.3177], [-4.1563, -4.1128, -1.7029], [-4.5026, -5.0607, -1.6625], [-4.9045, -3.4802, -1.9483], [-3.2285, -3.9958, -2.9326], [-2.7561, -2.2885, 0.9323], [-4.1068, -1.7463, -0.0865], [-2.5461, -1.9937, -0.8338], [-2.9531, -2.9811, -3.2203], [-3.7673, -4.3984, -3.7903], [-2.2430, -4.4454, -2.8111], [-2.9958, -0.5864, -3.3742], [-1.7645, -0.7956, -2.4517], [-1.6068, -1.8312, -1.9333], [-0.7614, 0.4042, -2.3491], [-1.1054, 1.0805, -3.0157], [-0.8306, 0.6962, -1.3847], [0.6953, 0.0435, -2.7526], [-3.2557, 0.4691, -3.4553], [-3.8542, -1.2179, -3.1451], [-2.6733, -0.7502, -4.4025], [1.0243, -0.5777, -1.9196], [1.2806, 0.9596, -2.8324], [0.8191, -0.6139, -3.6132], [-1.3931, 0.7930, 3.2952], [-0.7908, 0.0691, 4.4294], [0.2036, 0.4563, 5.0841], [-1.5138, -1.2449, 4.9018], [-1.7262, -1.8303, 4.1067], [-0.7350, -1.7548, 5.2935], [-2.5936, -1.0831, 5.9688], [-0.6398, 1.4314, 2.8337], [-2.1677, 1.4768, 3.6422], [-1.5299, 0.0031, 2.5566], [-3.4353, -0.6853, 5.4019], [-2.0375, -0.4962, 6.6998], [-2.7670, -2.0440, 6.4533], [2.6699, -0.8963, 1.2953], [3.0405, 0.4248, 1.9891], [3.1867, 1.5062, 1.4315], [2.9182, 0.3548, 3.5224], [2.8844, -0.5732, 3.9196], [3.5791, 0.8992, 4.0579], [1.5405, 0.8497, 3.9112], [2.6237, -0.7563, 0.2153], [1.7110, -1.2575, 1.6670], [3.4464, -1.5841, 1.6302], [1.5568, 1.1652, 4.9544], [0.8749, -0.0114, 3.8519], [1.2530, 1.7284, 3.3338], [3.3378, 1.5081, -0.3805], [4.6378, 1.9768, -0.2458], [5.0603, 2.5455, 0.7534], [5.3644, 1.9376, -1.2284], [2.9182, 1.8809, 0.3983], [-0.8046, 3.5850, 2.9199], [-1.9876, 3.1530, 2.4395], [-1.9557, 2.6821, 1.3182], [-3.0021, 3.1485, 3.2565], [-0.2795, 3.0477, 2.3223]]}